# 1
Molecular formula: C105H75N7O10
Method: DFT, ωB97M-V/def2-TZVPD

```
197
Properties=species:S:1:pos:R:3:mulliken_charge:R:1
O 19.976 19.547 23.472 -0.69
C 20.679 20.146 22.681 0.31
C 21.625 21.183 23.291 0.52
C 21.640 21.488 24.672 -0.77
C 22.579 22.500 25.052 -0.25
C 23.457 23.194 24.227 -0.81
C 23.456 22.813 22.908 -0.44
C 22.556 21.858 22.368 0.28
C 22.638 21.464 20.939 0.61
O 23.447 21.970 20.155 -0.66
C 21.519 20.597 20.395 -0.35
C 21.352 20.498 19.055 -0.68
C 20.301 19.798 18.491 0.06
C 19.323 19.221 19.292 0.96
C 19.535 19.210 20.673 -1.15
C 20.540 19.942 21.198 0.28
H 20.997 20.962 25.363 0.51
H 22.504 22.843 26.073 0.34
H 24.011 24.015 24.658 0.42
H 24.131 23.315 22.230 0.47
H 21.992 20.887 18.277 0.40
H 20.096 19.734 17.433 0.02
H 18.477 18.727 18.837 0.26
H 18.740 18.744 21.237 0.23
O 12.663 18.596 16.382 -0.47
C 11.710 19.084 15.779 0.10
C 11.061 18.410 14.610 0.32
C 11.527 17.197 14.000 -0.32
C 10.798 16.521 13.058 -0.98
C 9.611 17.088 12.603 -0.36
C 9.081 18.235 13.110 -1.26
C 9.863 18.943 14.083 1.14
C 9.186 20.205 14.600 0.15
O 8.044 20.563 14.145 -0.66
C 10.162 21.045 15.509 0.43
C 9.828 22.422 15.761 -0.75
C 10.634 23.225 16.692 -1.12
C 11.773 22.597 17.257 -0.35
C 12.027 21.288 16.980 0.16
C 11.328 20.471 16.133 0.40
H 12.375 16.774 14.519 0.48
H 11.131 15.580 12.646 0.48
H 9.003 16.444 11.984 0.40
H 8.100 18.550 12.787 0.49
H 8.953 22.781 15.239 0.52
H 10.464 24.266 16.921 0.45
H 12.379 23.275 17.840 0.35
H 12.900 20.840 17.433 0.55
O 20.592 22.607 16.811 -0.32
C 20.661 23.860 16.943 -0.12
C 21.305 24.607 15.841 0.72
C 21.702 23.966 14.672 -0.07
C 22.389 24.746 13.694 -0.77
C 22.556 26.114 13.848 -0.52
C 22.066 26.795 14.892 -0.89
C 21.379 26.038 15.923 0.71
C 20.696 26.821 17.051 0.64
O 20.624 28.062 16.969 -0.78
C 20.264 26.038 18.249 0.77
C 19.759 26.657 19.473 -1.04
C 19.288 25.844 20.510 -0.69
C 19.169 24.475 20.337 -1.04
C 19.650 23.863 19.237 -0.70
C 20.205 24.607 18.173 0.41
H 21.493 22.917 14.521 0.27
H 22.754 24.149 12.871 0.51
H 22.979 26.799 13.127 0.35
H 22.032 27.872 14.962 0.49
H 19.781 27.731 19.586 0.53
H 18.923 26.282 21.427 0.44
H 18.608 23.998 21.127 0.52
H 19.402 22.819 19.118 0.65
O 20.594 14.092 19.689 -0.66
C 20.904 14.145 18.477 0.32
C 20.214 15.080 17.513 -0.13
C 19.156 15.900 17.998 -0.94
C 18.416 16.646 17.083 0.46
C 18.687 16.580 15.734 -0.60
C 19.729 15.817 15.259 -0.80
C 20.531 15.057 16.132 0.09
C 21.691 14.265 15.615 0.54
O 22.123 14.407 14.450 -0.68
C 22.177 13.126 16.486 0.28
C 22.930 11.989 15.968 -0.75
C 23.199 10.900 16.799 -0.25
C 22.736 10.904 18.078 -0.61
C 21.890 11.926 18.485 -0.47
C 21.767 13.107 17.830 0.40
H 19.098 15.940 19.076 0.64
H 17.721 17.368 17.486 0.28
H 18.179 17.232 15.039 0.58
H 19.844 15.787 14.186 0.74
H 23.190 11.994 14.919 0.43
H 23.767 10.023 16.526 0.39
H 22.817 9.961 18.598 0.35
H 21.541 11.674 19.475 0.34
O 14.637 29.180 12.527 -0.75
C 14.154 28.091 12.989 0.76
C 14.066 27.870 14.470 0.54
C 14.445 28.921 15.334 -0.96
C 14.517 28.754 16.735 -0.72
C 14.068 27.560 17.288 -1.06
C 13.748 26.476 16.434 -0.26
C 13.761 26.674 15.051 0.24
C 13.356 25.526 14.115 0.11
O 13.051 24.387 14.456 -0.20
C 13.284 25.817 12.621 0.69
C 12.675 24.836 11.714 -0.69
C 12.614 25.115 10.366 -0.34
C 13.085 26.277 9.829 -0.89
C 13.558 27.262 10.696 -0.90
C 13.648 27.044 12.107 0.84
H 14.806 29.883 15.001 0.39
H 14.816 29.648 17.261 0.49
H 13.953 27.474 18.359 0.38
H 13.514 25.480 16.778 0.69
H 12.209 23.923 12.054 0.44
H 12.176 24.364 9.726 0.46
H 12.835 26.357 8.782 0.35
H 14.053 28.144 10.318 0.44
C 17.858 27.453 15.681 -0.45
C 17.249 26.276 16.132 -0.28
C 17.073 25.208 15.268 1.20
N 17.160 25.317 13.954 -0.43
C 17.672 26.501 13.459 -0.77
C 17.994 27.663 14.322 -0.92
H 18.109 28.190 16.429 0.61
H 16.905 26.290 17.155 0.40
H 16.806 24.233 15.648 -0.26
H 17.653 26.615 12.385 0.51
H 18.476 28.569 13.987 0.50
C 14.183 18.314 12.662 0.53
C 15.366 17.672 13.176 -0.24
C 15.899 16.639 12.321 -0.59
N 15.283 16.241 11.208 -0.59
C 14.071 16.725 10.920 -0.73
C 13.536 17.871 11.581 -0.36
H 13.789 19.180 13.172 0.19
H 15.938 18.003 14.030 0.16
H 16.853 16.177 12.526 0.57
H 13.609 16.268 10.057 0.42
H 12.733 18.441 11.135 0.56
C 15.576 23.821 18.436 1.37
C 14.615 24.273 19.340 -0.39
C 14.363 23.499 20.509 -0.81
N 14.873 22.197 20.608 -0.40
C 15.819 21.805 19.722 -0.89
C 16.144 22.600 18.649 0.74
H 15.791 24.652 17.779 -1.17
H 14.168 25.241 19.169 0.24
H 13.765 23.844 21.339 0.44
H 16.036 20.753 19.836 0.60
H 16.754 22.288 17.815 0.08
C 21.140 18.183 13.585 -0.48
C 20.193 18.733 12.708 -0.39
C 20.010 20.101 12.644 -0.66
N 20.677 20.930 13.460 -0.20
C 21.387 20.374 14.451 -0.05
C 21.706 19.041 14.519 -0.71
H 21.387 17.132 13.638 0.74
H 19.647 18.109 12.016 0.48
H 19.422 20.455 11.810 0.41
H 21.844 21.003 15.200 0.35
H 22.382 18.711 15.294 0.40
C 13.612 21.317 11.725 0.46
C 12.477 21.351 12.516 1.01
C 11.246 21.581 11.775 -1.13
N 11.120 21.531 10.436 -0.54
C 12.214 21.461 9.745 -0.79
C 13.485 21.399 10.335 -0.63
H 14.594 21.257 12.170 0.31
H 12.306 21.472 13.576 -0.32
H 10.303 21.549 12.301 0.56
H 11.984 21.404 8.691 0.51
H 14.323 21.477 9.658 0.48
C 14.351 18.625 20.774 -0.55
C 13.952 18.235 19.532 -0.01
C 14.672 17.297 18.839 -0.55
N 15.878 16.813 19.369 -0.41
C 16.372 17.308 20.581 -0.49
C 15.630 18.317 21.259 -0.43
H 13.711 19.398 21.172 0.38
H 13.023 18.670 19.194 0.33
H 14.312 17.027 17.857 0.66
H 17.342 16.953 20.898 0.71
H 15.988 18.623 22.231 0.48
C 15.826 21.669 14.803 -1.00
C 17.223 21.624 14.951 -1.16
C 17.801 20.536 15.550 -0.38
N 17.104 19.627 16.281 1.76
C 15.768 19.695 16.148 -1.55
C 15.053 20.665 15.396 1.50
H 15.398 22.544 14.337 0.84
H 17.834 22.367 14.459 0.82
H 18.865 20.441 15.715 -0.27
H 15.150 18.923 16.581 0.15
H 13.986 20.607 15.239 -0.61
```

HOMO energy = -9.338 eV
SMILES = O=C1c2ccccc2C(=O)c2ccccc21.O=C1c2ccccc2C(=O)c2ccccc21.O=C1c2ccccc2C(=O)c2ccccc21.O=C1c2ccccc2C(=O)c2ccccc21.O=C1c2ccccc2C(=O)c2ccccc21.c1ccncc1.c1ccncc1.c1ccncc1.c1ccncc1.c1ccncc1.c1ccncc1.c1ccncc1
Calculated total energy = -5181.7606 hartree

# 2
Molecular formula: C10F30HfN5O20S10
Method: DFT, ωB97M-V/def2-TZVPD

```
76
Properties=species:S:1:pos:R:3:mulliken_spin:R:1
Hf -15.094 5.415 -4.977 0.48
C -12.144 2.418 -2.660 0.00
F -11.624 1.195 -2.937 0.00
F -12.200 2.508 -1.351 0.00
F -11.290 3.346 -3.103 0.00
S -13.893 2.661 -3.569 0.00
O -13.619 3.206 -4.911 0.01
O -14.748 1.456 -3.596 0.01
N -14.741 4.193 -3.047 0.03
S -15.423 3.640 -1.639 0.01
O -16.533 2.679 -1.902 0.00
O -14.437 3.148 -0.642 0.00
C -16.182 5.223 -0.814 0.00
F -15.716 5.359 0.405 0.00
F -15.896 6.415 -1.438 0.00
F -17.500 5.015 -0.607 0.00
C -19.794 5.534 -4.534 0.00
F -19.604 4.248 -4.868 0.00
F -20.155 6.262 -5.579 0.00
F -20.694 5.612 -3.527 0.00
S -18.095 6.191 -3.837 0.02
O -18.217 6.949 -2.570 0.00
O -17.408 4.937 -3.586 0.01
N -16.938 6.781 -5.029 0.05
S -17.666 8.205 -5.201 0.01
O -18.993 8.545 -4.638 0.00
O -16.661 9.274 -5.013 0.00
C -18.135 8.448 -7.150 0.00
F -17.036 8.422 -7.824 0.00
F -18.854 7.389 -7.603 0.00
F -18.719 9.579 -7.237 0.00
C -11.939 7.904 -7.590 0.00
F -11.425 8.071 -6.362 0.00
F -12.105 9.103 -8.130 0.00
F -11.116 7.156 -8.312 0.00
S -13.734 6.972 -7.524 0.03
O -14.573 7.640 -6.524 0.03
O -14.251 7.108 -8.902 0.00
N -13.527 5.447 -6.677 0.04
S -12.767 4.544 -7.827 0.01
O -13.436 3.296 -7.735 0.00
O -12.557 5.054 -9.198 0.00
C -10.975 4.323 -7.098 0.00
F -10.641 5.283 -6.322 0.00
F -10.919 3.124 -6.506 0.00
F -10.072 4.311 -8.120 0.00
C -13.585 9.962 -4.212 0.00
F -14.258 11.058 -3.917 0.00
F -13.659 9.642 -5.497 0.00
F -12.337 10.348 -3.964 0.00
S -14.085 8.587 -2.922 0.02
O -13.129 8.772 -1.833 0.00
O -15.467 8.796 -2.525 0.00
N -13.970 7.029 -3.803 0.07
S -12.433 6.710 -3.451 0.00
O -12.321 5.447 -4.172 0.01
O -11.361 7.688 -3.785 0.00
C -12.182 6.242 -1.627 0.01
F -11.497 5.082 -1.545 0.00
F -11.545 7.199 -0.889 0.00
F -13.297 6.064 -1.039 0.00
C -16.592 3.552 -9.265 0.01
F -17.416 4.125 -10.102 0.00
F -16.826 2.251 -9.092 0.00
F -15.351 3.727 -9.641 0.00
S -17.069 4.503 -7.580 0.03
O -16.367 5.687 -7.735 -0.02
O -18.538 4.691 -7.390 0.01
N -16.240 3.809 -6.123 0.10
S -17.115 2.454 -5.956 0.01
O -17.344 2.208 -4.559 0.00
O -18.344 2.231 -6.657 0.00
C -16.104 0.920 -6.410 0.00
F -16.688 0.373 -7.484 0.00
F -14.912 1.348 -6.814 0.00
F -16.114 0.041 -5.442 0.00
```

Total charge = -2
Spin multiplicity = 2
HOMO energy (alpha / beta) = -1.711 / -5.588 eV
Calculated total energy = -9185.3449 hartree

# 3
Molecular formula: C10H10
Method: DFT, ωB97M-V/def2-TZVPD

```
20
Properties=species:S:1:pos:R:3:nbo_charge:R:1
C -1.356 -2.524 -1.536 -0.21
C -1.470 -1.518 -2.490 -0.23
C -0.571 -2.343 -0.347 -0.20
C -0.924 -0.275 -2.241 -0.30
C -0.074 -1.102 -0.087 -0.14
C -0.282 -0.128 -1.004 0.17
C 1.160 3.227 1.043 -0.34
C 0.743 1.894 1.385 -0.28
C 0.430 -0.604 1.235 -0.46
C 1.159 0.675 0.957 -0.09
H -1.797 -3.396 -1.924 0.21
H -2.148 -1.786 -3.298 0.22
H -0.602 -3.151 0.419 0.22
H -0.948 0.685 -2.831 0.23
H 0.738 3.981 1.642 0.19
H 2.172 3.230 0.479 0.19
H -0.164 1.795 1.876 0.18
H -0.430 -0.410 1.769 0.21
H 1.107 -1.202 1.856 0.22
H 2.195 0.529 0.595 0.19
```

Relative energy (zero: lowest compared OMol25 entry of this formula, charge and spin) = 2.257 eV
HOMO energy (alpha / beta) = -8.859 / -7.753 eV
Calculated total energy = -386.8504 hartree

# 4
Molecular formula: C10H10AlCl2I2O6RhS
Method: DFT, ωB97M-V/def2-TZVPD

```
33
Properties=species:S:1:pos:R:3:mulliken_spin:R:1
I -1.867 0.460 -2.978 0.98
I -1.529 -0.594 3.070 0.99
Rh 0.674 0.191 1.759 0.87
Al -0.789 0.858 -0.715 -0.11
S -0.438 -1.263 0.153 0.19
C 1.332 1.113 -2.240 0.01
C -0.206 2.912 -0.678 0.02
C 0.775 -2.345 -0.734 0.01
C 0.735 -3.648 0.054 0.01
C 2.168 -1.757 -0.715 0.01
C 0.247 -2.538 -2.148 0.04
C 0.640 1.754 2.727 -0.04
C 2.525 0.345 1.742 -0.02
O 0.156 3.897 -1.191 0.01
O 2.088 1.587 -2.955 0.00
O 0.678 2.722 3.361 -0.01
O 3.662 0.539 1.881 0.01
H 1.420 -4.368 -0.405 0.00
H -0.277 -4.062 0.059 0.00
H 1.039 -3.478 1.090 0.00
H 2.843 -2.462 -1.225 0.00
H 2.501 -1.633 0.319 0.00
H 2.201 -0.787 -1.228 0.01
H 0.878 -3.264 -2.683 0.02
H 0.239 -1.596 -2.711 0.01
H -0.782 -2.914 -2.114 0.00
Cl -4.443 3.740 0.143 0.50
C -3.470 3.167 1.502 -0.01
Cl -4.234 1.913 2.493 0.28
C -2.172 2.645 0.889 0.05
O -1.144 3.373 0.987 0.08
O -2.201 1.481 0.334 0.04
H -3.250 4.010 2.159 0.07
```

Total charge = +4
Relative energy (zero: lowest compared OMol25 entry of this formula, charge and spin) = 0.000 eV
Spin multiplicity = 5
HOMO energy (alpha / beta) = -23.530 / -23.666 eV
Calculated total energy = -3103.6333 hartree

# 5
Molecular formula: C10H10BrCdClO4
Method: DFT, ωB97M-V/def2-TZVPD

```
27
Properties=species:S:1:pos:R:3:nbo_charge:R:1
C 1.266 -2.229 -0.834 -0.34
C 1.517 -1.217 -1.760 -0.35
C 2.224 -0.170 -1.110 -0.53
H 1.171 -1.204 -2.801 0.22
C 2.444 -0.582 0.249 -0.36
C 1.858 -1.853 0.404 -0.33
H 1.860 -2.484 1.298 0.19
H 0.682 -3.148 -1.031 0.19
H 2.699 0.673 -1.613 0.22
H 3.111 -0.090 0.938 0.20
Cd 0.051 0.961 -0.566 1.62
Br -0.925 1.350 -3.185 -0.87
C -2.104 0.646 1.071 -0.47
C -1.633 -0.392 1.922 -0.36
C -1.759 -1.618 1.232 -0.33
H -1.347 -0.289 2.964 0.19
C -2.338 -1.351 -0.036 -0.36
C -2.603 0.020 -0.115 -0.38
H -3.113 0.522 -0.944 0.22
H -2.349 1.657 1.372 0.21
H -1.468 -2.618 1.595 0.18
H -2.478 -2.080 -0.847 0.19
O 1.714 4.286 -0.747 -0.82
Cl 0.829 4.153 0.369 2.51
O 1.350 4.664 1.584 -0.84
O -0.459 4.668 0.025 -0.82
O 0.684 2.616 0.734 -0.99
```

Total charge = -2
Relative energy (zero: lowest compared OMol25 entry of this formula, charge and spin) = 0.000 eV
HOMO energy = -1.135 eV
Calculated total energy = -3889.7254 hartree